# 1
15 unconnected molecules or ions with the total composition C30H90O15 at a distorted geometry. Source: OMol25; level of theory: the ωB97M-V functional and the def2-TZVPD basis.

Computed properties:
Orbital gap   9.9 eV
HOMO   -9.833 eV
2S+1   1
Total energy   -2325.317996 a.u.
LUMO energy   0.10 eV

Each line ends with the Löwdin charge.
Atoms and positions in Å:
C: -27.23 -13.14 19.63  -0.085
C: -26.97 -11.65 19.46  -0.330
O: -27.89 -11.10 18.53  -0.081
H: -27.03 -13.70 18.72  0.071
H: -28.21 -13.37 20.06  0.075
H: -26.48 -13.61 20.26  0.067
H: -25.94 -11.50 19.13  0.100
H: -27.06 -11.09 20.39  0.105
H: -27.86 -10.14 18.58  0.078
C: -16.79 -10.04 17.87  -0.081
C: -16.09 -10.44 19.19  -0.338
O: -17.00 -10.95 20.13  -0.073
H: -16.24 -9.29 17.32  0.069
H: -17.71 -9.52 18.15  0.072
H: -16.94 -10.94 17.27  0.068
H: -15.60 -9.52 19.52  0.100
H: -15.30 -11.16 18.96  0.105
H: -16.51 -11.35 20.86  0.077
C: -19.29 -10.54 26.70  -0.074
C: -19.59 -11.72 27.68  -0.343
O: -20.96 -11.92 27.72  -0.076
H: -18.29 -10.13 26.57  0.067
H: -19.98 -9.73 26.96  0.067
H: -19.52 -10.88 25.69  0.064
H: -19.35 -11.50 28.72  0.108
H: -19.04 -12.57 27.29  0.105
H: -21.06 -12.78 28.15  0.084
C: -23.82 -7.32 20.28  -0.094
C: -24.45 -6.99 21.64  -0.297
O: -25.38 -5.94 21.39  -0.096
H: -23.27 -6.49 19.83  0.072
H: -24.43 -7.79 19.51  0.068
H: -23.05 -8.09 20.33  0.062
H: -23.77 -6.55 22.36  0.111
H: -24.96 -7.89 21.99  0.103
H: -25.33 -5.38 22.17  0.073
C: -25.33 -19.85 17.17  -0.091
C: -25.72 -19.13 18.45  -0.321
O: -24.60 -18.69 19.23  -0.085
H: -24.80 -19.13 16.55  0.067
H: -26.24 -20.20 16.68  0.075
H: -24.67 -20.71 17.30  0.076
H: -26.26 -19.92 18.99  0.100
H: -26.40 -18.30 18.25  0.108
H: -24.94 -18.20 19.98  0.072
C: -20.54 -17.67 28.12  -0.091
C: -21.84 -16.91 28.20  -0.333
O: -21.91 -16.20 29.41  -0.092
H: -19.67 -17.02 28.20  0.072
H: -20.52 -18.15 27.13  0.070
H: -20.45 -18.45 28.87  0.072
H: -22.71 -17.58 28.21  0.107
H: -21.98 -16.22 27.37  0.111
H: -22.14 -16.72 30.18  0.084
C: -25.65 -8.97 28.44  -0.105
C: -25.28 -9.06 27.00  -0.328
O: -25.04 -10.44 26.65  -0.089
H: -25.90 -7.92 28.58  0.077
H: -24.80 -9.21 29.08  0.075
H: -26.47 -9.65 28.65  0.081
H: -24.46 -8.41 26.67  0.112
H: -26.20 -8.76 26.50  0.107
H: -24.18 -10.61 27.05  0.070
C: -22.08 -15.68 14.48  -0.088
C: -23.35 -15.12 14.99  -0.387
O: -24.29 -15.04 13.99  -0.060
H: -21.62 -15.05 13.71  0.076
H: -22.24 -16.63 13.98  0.078
H: -21.34 -15.84 15.27  0.076
H: -23.25 -14.11 15.37  0.109
H: -23.72 -15.71 15.83  0.107
H: -24.96 -14.40 14.25  0.088
C: -15.30 -15.26 22.52  -0.075
C: -15.81 -14.56 23.79  -0.357
O: -15.45 -13.23 23.81  -0.073
H: -14.24 -15.13 22.36  0.070
H: -15.78 -14.81 21.65  0.067
H: -15.47 -16.34 22.56  0.072
H: -15.39 -15.01 24.68  0.107
H: -16.90 -14.65 23.88  0.104
H: -15.26 -12.93 24.70  0.087
C: -16.53 -15.52 14.82  -0.091
C: -16.52 -16.03 16.24  -0.332
O: -15.72 -17.19 16.23  -0.092
H: -16.55 -16.25 14.01  0.081
H: -15.59 -14.98 14.73  0.067
H: -17.34 -14.78 14.80  0.070
H: -17.52 -16.32 16.56  0.108
H: -16.11 -15.36 17.00  0.110
H: -14.80 -16.92 16.19  0.079
C: -29.45 -13.08 26.48  -0.080
C: -28.97 -12.99 25.01  -0.346
O: -27.68 -13.51 24.90  -0.081
H: -29.25 -14.09 26.84  0.079
H: -30.49 -12.79 26.35  0.068
H: -29.04 -12.26 27.06  0.065
H: -29.04 -11.99 24.60  0.108
H: -29.61 -13.65 24.42  0.108
H: -27.12 -12.90 25.39  0.078
C: -20.02 -19.15 22.26  -0.099
C: -19.63 -19.33 20.79  -0.291
O: -20.61 -20.21 20.20  -0.096
H: -20.02 -20.08 22.83  0.070
H: -21.01 -18.72 22.43  0.066
H: -19.35 -18.45 22.76  0.061
H: -18.65 -19.77 20.64  0.110
H: -19.70 -18.37 20.28  0.105
H: -21.39 -19.67 20.06  0.070
C: -22.58 -9.45 15.42  -0.084
C: -23.64 -9.11 14.37  -0.330
O: -22.95 -8.31 13.45  -0.087
H: -23.02 -10.09 16.19  0.064
H: -22.17 -8.53 15.84  0.074
H: -21.76 -10.04 15.01  0.072
H: -24.46 -8.53 14.78  0.107
H: -24.06 -9.98 13.87  0.104
H: -23.60 -7.74 13.03  0.080
C: -27.61 -19.26 24.27  -0.088
C: -26.12 -18.81 24.35  -0.313
O: -25.82 -17.61 23.67  -0.081
H: -27.74 -20.23 24.75  0.066
H: -27.91 -19.45 23.24  0.063
H: -28.33 -18.54 24.65  0.064
H: -25.57 -19.63 23.89  0.106
H: -25.80 -18.77 25.39  0.100
H: -26.23 -16.81 24.00  0.081
C: -21.76 -13.73 22.15  -0.094
C: -21.63 -13.28 20.72  -0.341
O: -20.48 -13.81 20.10  -0.074
H: -22.66 -13.26 22.55  0.070
H: -21.00 -13.26 22.78  0.068
H: -21.81 -14.81 22.27  0.075
H: -21.63 -12.19 20.75  0.109
H: -22.45 -13.66 20.11  0.111
H: -19.77 -13.23 20.41  0.075

---

# 2
A single C4H7NO2 molecule. Source: OMol25; level of theory: the ωB97M-V functional and the def2-TZVPD basis.

Computed properties:
SMILES   O[C@@H]1CN=COC1
Orbital gap   10.7 eV
HOMO   -9.888 eV
2S+1   1
Total energy   -361.827161 a.u.
LUMO energy   0.83 eV

Each line ends with the natural charge from an NBO analysis.
Atoms and positions in Å:
O: 1.58 0.23 0.99  -0.711
C: 0.53 0.81 0.23  0.046
C: 0.51 0.29 -1.20  -0.096
O: -0.13 -1.00 -1.32  -0.503
C: -0.71 -1.53 -0.22  0.398
N: -1.06 -0.94 0.85  -0.503
C: -0.84 0.50 0.84  -0.281
H: 1.28 -0.64 1.28  0.473
H: 0.72 1.89 0.22  0.195
H: -0.02 0.98 -1.86  0.188
H: 1.53 0.15 -1.57  0.205
H: -0.85 -2.60 -0.34  0.176
H: -1.62 0.99 0.24  0.199
H: -0.91 0.89 1.86  0.214

---

# 3
A molecular structure, C51H40Cl2N6O2Sb2V at a distorted geometry. Source: OMol25; level of theory: the ωB97M-V functional and the def2-TZVPD basis.

Computed properties:
Orbital gap (alpha / beta)   5.8 / 5.3 eV
HOMO (alpha / beta)   -7.135 / -6.537 eV
<S²>   0.766
2S+1   2
Total energy   -4791.178131 a.u.
LUMO energy (alpha / beta)   -1.29 / -1.26 eV

Each line ends with the Löwdin charge.
Atoms and positions in Å:
V: 0.84 0.40 1.91  0.592
Cl: 7.34 1.02 3.82  0.671
C: 5.93 0.97 2.83  -0.685
C: 4.68 0.95 3.43  -0.023
C: 3.52 0.91 2.66  -0.178
N: 2.23 0.80 3.18  -0.008
C: 1.90 1.07 4.46  -0.437
O: 2.62 1.40 5.40  0.055
C: 0.43 0.92 4.65  -0.152
C: -0.17 1.27 5.85  0.021
C: -1.52 1.06 6.03  -0.034
C: -2.22 0.45 5.00  -0.033
C: -1.57 0.16 3.82  -0.145
N: -0.27 0.41 3.60  -0.020
C: 3.62 0.93 1.26  -0.216
C: 4.88 0.93 0.68  -0.045
C: 6.03 0.95 1.44  -0.693
Cl: 7.57 0.94 0.65  0.660
N: 2.52 0.95 0.36  0.066
C: 1.52 1.81 0.35  -0.517
O: 1.01 2.37 1.38  -0.077
C: 0.97 2.20 -1.05  -0.279
C: 1.32 3.65 -1.35  0.003
C: 0.66 4.22 -2.35  -0.042
C: -0.41 3.42 -3.07  -0.167
C: -1.13 2.68 -1.97  -0.096
N: -0.50 2.12 -1.03  0.034
H: 4.60 0.96 4.51  0.101
H: 0.47 1.69 6.62  0.124
H: -2.01 1.33 6.96  0.113
H: -3.28 0.22 5.10  0.114
H: -2.12 -0.31 3.02  0.067
H: 4.96 0.93 -0.40  0.111
H: 2.05 4.16 -0.75  0.130
H: 0.81 5.25 -2.63  0.114
H: -1.09 4.09 -3.58  0.133
H: -2.22 2.60 -1.97  0.134
C: -0.42 -3.07 -0.71  -0.355
C: -1.82 -2.97 -0.09  -0.356
C: -2.00 -2.01 1.10  -0.359
Sb: -1.45 0.02 0.37  1.548
C: -2.66 1.72 1.15  -0.298
C: -3.90 2.11 0.64  -0.131
C: -4.52 3.28 1.07  -0.090
C: -3.92 4.10 2.00  -0.091
C: -2.67 3.75 2.48  -0.072
C: -2.05 2.59 2.05  -0.148
C: -2.96 -0.51 -1.10  -0.348
C: -4.24 -0.73 -0.58  -0.173
C: -5.26 -1.22 -1.37  -0.071
C: -5.02 -1.55 -2.70  -0.081
C: -3.74 -1.42 -3.21  -0.078
C: -2.72 -0.91 -2.41  -0.150
Sb: 0.85 -1.69 -1.96  1.506
C: 0.33 -2.59 -3.85  -0.406
C: 1.24 -2.44 -4.90  -0.147
C: 1.00 -3.03 -6.13  -0.090
C: -0.16 -3.78 -6.33  -0.094
C: -1.08 -3.91 -5.30  -0.090
C: -0.84 -3.32 -4.07  -0.145
C: 0.54 0.35 -2.77  -0.342
C: 1.61 1.25 -2.18  -0.261
C: 2.33 1.98 -3.29  -0.048
C: 1.63 2.47 -4.29  -0.061
C: 0.13 2.35 -4.15  -0.188
C: -0.17 0.90 -3.75  -0.085
H: -0.39 -3.94 -1.37  0.039
H: 0.30 -3.25 0.09  0.013
H: -2.08 -3.98 0.26  0.110
H: -2.55 -2.73 -0.86  0.069
H: -1.35 -2.30 1.93  0.027
H: -3.03 -2.06 1.44  0.052
H: -4.40 1.53 -0.12  0.072
H: -5.49 3.54 0.66  0.101
H: -4.41 5.01 2.34  0.101
H: -2.15 4.39 3.18  0.107
H: -1.05 2.41 2.40  0.061
H: -4.43 -0.53 0.47  0.096
H: -6.25 -1.36 -0.95  0.106
H: -5.81 -1.94 -3.32  0.103
H: -3.52 -1.73 -4.22  0.105
H: -1.72 -0.86 -2.81  0.027
H: 2.15 -1.87 -4.74  0.092
H: 1.71 -2.91 -6.94  0.102
H: -0.34 -4.25 -7.29  0.101
H: -1.98 -4.48 -5.46  0.102
H: -1.57 -3.43 -3.28  0.084
H: 2.35 0.66 -1.64  0.066
H: 3.42 2.03 -3.25  0.117
H: 2.05 2.97 -5.15  0.112
H: -0.37 2.57 -5.09  0.129
H: -0.93 0.38 -4.32  0.108
N: 4.63 -5.37 3.94  0.187
C: 3.90 -4.57 3.55  -0.156
C: 3.00 -3.57 3.06  -0.191
C: 1.87 -3.21 3.79  0.026
C: 1.06 -2.20 3.32  -0.082
N: 1.31 -1.51 2.19  -0.032
C: 2.36 -1.92 1.46  -0.118
C: 3.23 -2.93 1.85  0.036
H: 1.63 -3.69 4.73  0.129
H: 0.18 -1.91 3.87  0.114
H: 2.53 -1.41 0.52  0.060
H: 4.07 -3.18 1.23  0.135